Record 1
{"formula": "C6H12O", "method": "ωB97M-V/def2-TZVPD", "e_lumo_ha": 0.034, "gap_ha": 0.3058, "smiles": "CC1=CC1.CCO", "homo_ev": -7.41, "de_lowest_kcal_mol": 108.6, "max_force_ha_per_bohr": 0.03294, "symbols": ["C", "C", "C", "C", "H", "H", "H", "H", "H", "H", "C", "C", "O", "H", "H", "H", "H", "H", "H"], "xyz": [[1.3475, -0.2235, -1.6398], [1.1148, -0.2197, -0.1882], [0.8037, -1.0096, 0.8027], [1.8500, -0.0159, 1.0924], [0.6301, -0.8766, -2.1495], [1.2975, 0.7691, -2.0966], [2.3537, -0.6238, -1.8152], [0.5795, -2.0213, 1.1020], [1.6623, 0.8376, 1.7574], [2.8535, -0.4359, 1.1851], [-2.0316, 0.3565, -0.5975], [-1.2402, 0.8823, 0.5948], [-0.8251, -0.1519, 1.5848], [-2.7557, -0.3801, -0.2413], [-1.4087, -0.1143, -1.3667], [-2.6000, 1.1619, -1.0835], [-1.8394, 1.4908, 1.2538], [-0.4075, 1.5254, 0.2271], [-1.3876, -0.9437, 1.5929]], "atomic_forces_ev_per_a": [[0.076, 0.041, -0.340], [0.683, -0.906, -0.081], [1.197, -0.483, -0.999], [0.534, 0.171, 0.264], [0.127, 0.089, 0.021], [0.003, -0.041, -0.001], [-0.068, 0.093, -0.205], [-0.257, 0.130, 0.005], [-0.081, -0.110, -0.170], [0.245, 0.286, 0.135], [-0.067, -0.159, 0.173], [-0.420, -0.429, 0.759], [-1.322, 1.059, -0.008], [-0.091, -0.013, -0.137], [-0.028, 0.088, 0.333], [0.199, -0.097, 0.229], [-0.482, 0.576, -0.273], [-0.034, -1.025, 0.709], [-0.214, 0.729, -0.411]], "lowdin_charge": [-0.075, -0.333, -0.114, -0.110, 0.070, 0.070, 0.079, 0.123, 0.084, 0.082, -0.069, -0.228, -0.127, 0.074, 0.060, 0.082, 0.104, 0.125, 0.103]}

Record 2
{"formula": "C6H12O", "method": "ωB97M-V/def2-TZVPD", "e_lumo_ha": 0.038, "gap_ha": 0.3350, "smiles": "C[C@@H]1C[C@@H]1[C@@H](C)O", "homo_ev": -8.07, "de_lowest_kcal_mol": 69.3, "max_force_ha_per_bohr": 0.03385, "symbols": ["C", "C", "C", "C", "C", "C", "O", "H", "H", "H", "H", "H", "H", "H", "H", "H", "H", "H", "H"], "xyz": [[-2.0764, -0.8914, 0.3420], [-1.2946, 0.4489, 0.1687], [-1.0461, 0.8918, -1.2044], [0.2368, 0.9221, -0.4618], [1.1524, -0.2070, -0.1019], [2.5982, 0.1378, 0.2568], [0.5780, -0.6671, 1.1451], [-1.7611, -1.7107, -0.3187], [-3.1270, -0.6834, 0.0535], [-2.1348, -1.2935, 1.3644], [-1.5560, 1.1329, 0.9644], [-1.1873, 0.1277, -1.9608], [-1.4361, 1.8684, -1.4354], [0.6315, 1.9255, -0.2244], [1.1295, -1.0086, -0.8534], [3.2476, 0.3575, -0.5955], [3.0075, -0.7286, 0.7882], [2.6223, 0.9854, 0.9525], [0.4156, -1.6076, 1.1208]], "atomic_forces_ev_per_a": [[0.418, 0.218, -0.083], [0.007, 0.718, -0.263], [-0.486, 0.286, -0.590], [-0.979, -0.492, 1.353], [-0.087, -0.402, 0.269], [0.028, 0.042, -0.123], [1.057, -0.949, 0.714], [0.201, 0.268, 0.095], [0.491, 0.093, 0.049], [0.364, 0.325, -0.212], [-0.312, 0.414, -0.456], [-0.117, 0.096, -0.160], [0.064, 0.228, -0.645], [-0.571, -0.577, 0.315], [-0.025, 0.013, 0.131], [-0.209, 0.045, -0.036], [0.034, 0.206, -0.155], [-0.066, -0.126, -0.154], [0.187, -0.405, -0.049]], "lowdin_charge": [-0.080, -0.235, -0.160, -0.127, -0.402, -0.053, -0.095, 0.071, 0.080, 0.069, 0.118, 0.113, 0.104, 0.134, 0.146, 0.077, 0.077, 0.083, 0.081]}

Record 3
{"formula": "C6H12O", "method": "ωB97M-V/def2-TZVPD", "e_lumo_ha": 0.035, "gap_ha": 0.3912, "smiles": "CC(C)[C@H]1C[C@H]1O", "homo_ev": -9.69, "de_lowest_kcal_mol": 25.8, "max_force_ha_per_bohr": 0.00650, "symbols": ["C", "C", "C", "C", "C", "C", "O", "H", "H", "H", "H", "H", "H", "H", "H", "H", "H", "H", "H"], "xyz": [[0.1340, -1.8936, 0.5300], [-0.3787, -0.4552, 0.4152], [-1.8999, -0.4292, 0.2551], [0.3081, 0.2696, -0.7262], [0.1460, 1.7627, -0.8858], [1.4605, 1.2070, -0.4604], [1.8399, 1.4749, 0.8575], [1.2199, -1.9356, 0.6804], [-0.3429, -2.4114, 1.3693], [-0.0913, -2.4635, -0.3805], [-0.1214, 0.0763, 1.3423], [-2.3938, -0.9591, 1.0783], [-2.2035, -0.9088, -0.6842], [-2.2765, 0.5995, 0.2404], [0.3781, -0.3154, -1.6443], [0.0545, 2.1906, -1.8793], [-0.4183, 2.2793, -0.1123], [2.2828, 1.2199, -1.1765], [2.3024, 0.6918, 1.1809]], "atomic_forces_ev_per_a": [[0.020, -0.068, 0.007], [0.013, 0.056, 0.103], [-0.073, 0.002, -0.015], [-0.013, -0.107, -0.019], [-0.087, 0.147, -0.060], [0.016, -0.071, -0.326], [0.139, -0.189, 0.138], [-0.155, 0.060, -0.021], [0.077, 0.066, -0.100], [0.010, 0.103, 0.102], [-0.095, -0.078, -0.135], [0.084, 0.072, -0.122], [0.058, 0.045, 0.123], [0.060, -0.159, -0.008], [-0.020, 0.145, 0.104], [0.007, -0.086, 0.140], [0.109, -0.109, -0.092], [-0.148, 0.013, 0.094], [-0.002, 0.157, 0.087]], "lowdin_charge": [-0.076, -0.417, -0.073, -0.227, -0.057, -0.339, -0.015, 0.076, 0.076, 0.081, 0.135, 0.077, 0.084, 0.074, 0.143, 0.103, 0.116, 0.141, 0.098]}

Record 4
{"formula": "C6H12O", "method": "ωB97M-V/def2-TZVPD", "e_lumo_ha": 0.033, "gap_ha": 0.3725, "smiles": "C=CCC(=C)C.O", "homo_ev": -9.24, "de_lowest_kcal_mol": 40.8, "max_force_ha_per_bohr": 0.01733, "symbols": ["C", "C", "C", "C", "C", "C", "H", "H", "H", "H", "H", "H", "H", "H", "H", "H", "O", "H", "H"], "xyz": [[-0.2677, -1.9741, -1.1289], [0.2506, -1.1377, -0.2508], [-0.2742, 0.2325, 0.0853], [0.1056, 0.6065, 1.5107], [-0.5130, 0.0275, 2.5282], [1.2128, 1.6064, 1.6945], [-1.2141, -1.7412, -1.6196], [0.1778, -2.9129, -1.4371], [1.2335, -1.3912, 0.1327], [-1.3549, 0.2499, -0.0337], [0.1801, 0.9115, -0.6367], [-0.1707, 0.1417, 3.5540], [-1.3104, -0.6939, 2.4070], [2.0584, 1.1653, 2.2363], [0.9059, 2.4623, 2.2963], [1.6074, 1.9092, 0.7300], [-0.3448, 0.3331, -3.4727], [-0.7881, -0.3731, -2.9776], [-1.0974, 0.7105, -3.9536]], "atomic_forces_ev_per_a": [[-0.770, -0.169, -0.416], [0.663, 0.037, -0.448], [0.234, -0.369, 0.359], [-0.380, 0.071, -0.232], [0.220, -0.345, 0.513], [0.546, -0.397, 0.314], [-0.045, -0.122, 0.201], [0.150, 0.122, 0.210], [-0.019, 0.051, 0.325], [-0.118, 0.076, -0.135], [-0.158, 0.225, 0.023], [-0.100, 0.318, -0.095], [-0.051, -0.001, -0.240], [-0.120, -0.050, -0.036], [-0.099, 0.098, -0.265], [-0.032, 0.357, -0.023], [-0.865, -0.122, -0.057], [0.519, 0.079, 0.032], [0.422, 0.140, -0.028]], "lowdin_charge": [-0.020, -0.177, -0.177, -0.373, 0.031, -0.062, 0.054, 0.058, 0.110, 0.119, 0.107, 0.065, 0.064, 0.082, 0.081, 0.068, -0.065, -0.006, 0.042]}

Record 5
{"formula": "C6H12O", "method": "ωB97M-V/def2-TZVPD", "e_lumo_ha": 0.035, "gap_ha": 0.3908, "smiles": "CCC[C@H]1C[C@H]1O", "homo_ev": -9.67, "de_lowest_kcal_mol": 29.2, "max_force_ha_per_bohr": 0.00623, "symbols": ["C", "C", "C", "C", "C", "C", "O", "H", "H", "H", "H", "H", "H", "H", "H", "H", "H", "H", "H"], "xyz": [[-2.8315, 0.2217, -0.1045], [-1.4902, 0.4809, 0.5762], [-0.3246, -0.1948, -0.1492], [1.0214, 0.1065, 0.4940], [2.0846, -0.9593, 0.6146], [2.2600, 0.1472, -0.3662], [2.1523, -0.2002, -1.7164], [-2.8263, 0.6032, -1.1324], [-3.0475, -0.8522, -0.1516], [-3.6554, 0.7072, 0.4290], [-1.5264, 0.1339, 1.6171], [-1.3058, 1.5632, 0.6208], [-0.3261, 0.1387, -1.1972], [-0.5024, -1.2800, -0.1916], [0.9794, 0.8368, 1.3028], [1.8561, -1.9323, 0.1876], [2.7216, -0.9800, 1.4944], [3.0088, 0.9093, -0.1508], [1.7520, 0.5501, -2.1765]], "atomic_forces_ev_per_a": [[-0.031, -0.029, -0.027], [0.030, 0.040, 0.045], [-0.098, -0.098, -0.056], [-0.177, 0.056, -0.009], [0.107, -0.123, 0.040], [0.136, 0.127, 0.261], [-0.089, 0.200, -0.103], [-0.007, -0.056, 0.135], [0.029, 0.151, 0.011], [0.120, -0.070, -0.073], [0.017, 0.024, -0.127], [-0.012, -0.141, -0.002], [-0.004, -0.032, 0.146], [0.052, 0.228, 0.038], [0.059, -0.127, -0.163], [-0.016, 0.145, 0.057], [-0.115, 0.016, -0.146], [-0.094, -0.113, -0.037], [0.092, -0.196, 0.008]], "lowdin_charge": [-0.123, -0.278, -0.187, -0.234, -0.063, -0.349, -0.017, 0.072, 0.073, 0.068, 0.110, 0.109, 0.110, 0.122, 0.134, 0.114, 0.101, 0.140, 0.097]}

Record 6
{"formula": "C6H12O", "method": "ωB97M-V/def2-TZVPD", "e_lumo_ha": 0.017, "gap_ha": 0.3082, "smiles": "C/C=C/CCCO", "homo_ev": -7.91, "de_lowest_kcal_mol": 96.5, "max_force_ha_per_bohr": 0.07248, "symbols": ["C", "C", "C", "C", "C", "C", "O", "H", "H", "H", "H", "H", "H", "H", "H", "H", "H", "H", "H"], "xyz": [[0.1637, 3.0784, 0.3435], [0.2256, 1.6029, -0.1018], [-0.8179, 0.9607, -0.6740], [-1.0461, -0.4526, -0.3853], [0.2625, -1.2478, -0.3182], [0.1399, -2.4093, 0.5721], [1.4071, -3.1716, 0.8410], [-0.1661, 3.4723, -0.6227], [-0.6515, 3.4260, 1.0243], [1.1827, 3.4080, 0.5948], [1.1961, 1.4082, -0.4910], [-1.4434, 1.4635, -1.3688], [-1.7341, -0.7396, 0.4642], [-1.6448, -0.7313, -1.1875], [0.4911, -1.5665, -1.3463], [1.1091, -0.6550, 0.1933], [-0.1033, -2.0944, 1.6206], [-0.6900, -3.0827, 0.3528], [2.1194, -2.6692, 0.4891]], "atomic_forces_ev_per_a": [[-0.598, -0.490, -1.787], [-0.496, 2.562, 0.202], [0.692, 0.214, 1.689], [0.501, -1.099, 0.009], [0.976, 0.674, 0.215], [0.777, -1.598, 3.276], [-2.478, -0.091, -0.585], [0.318, 1.148, -0.097], [0.965, -0.871, -0.099], [-0.681, 0.251, 0.072], [1.329, -1.645, 1.447], [-1.729, 0.942, 0.600], [0.888, 1.131, -0.214], [-0.940, -1.566, -1.764], [0.460, 0.246, 0.354], [-1.178, -0.396, -1.338], [-0.108, 0.338, -0.872], [0.430, -0.436, -0.580], [0.871, 0.686, -0.528]], "lowdin_charge": [-0.099, -0.171, -0.126, -0.226, -0.217, -0.255, -0.086, 0.066, 0.082, 0.068, 0.097, 0.100, 0.142, 0.081, 0.132, 0.131, 0.126, 0.117, 0.039]}